87
Properties=species:S:1:pos:R:3:forces:R:3 method="wB97M-V/def2-TZVPD" multiplicity=3 total_charge=+2 homo_ev="-13.7 / -13.4"
W -0.5066 -0.4222 -2.0864 0.340 -1.623 4.222
C -1.7963 1.4386 -0.4861 -1.177 -0.505 -0.783
C -2.3955 0.6321 -1.5356 -0.505 -0.031 0.578
C -1.8086 -0.7336 0.2586 -1.222 -0.421 -1.453
C -1.5833 0.6131 0.6337 1.007 0.092 -0.372
C -2.4137 -0.7603 -1.0643 -0.811 1.718 2.287
C -1.7291 2.9261 -0.4805 0.268 0.370 -0.038
H -1.4881 3.3480 -1.4669 -0.135 -0.185 0.253
H -0.9693 3.2770 0.2320 -0.232 -0.011 -0.189
H -2.6917 3.3720 -0.1811 0.193 -0.252 -0.080
C -1.3680 1.0475 2.0352 0.392 0.115 0.523
H -1.2458 2.1312 2.1165 0.003 -0.175 -0.051
H -0.4893 0.5521 2.4736 -0.186 0.094 -0.041
H -2.2294 0.7813 2.6714 0.153 -0.011 -0.343
C -1.8907 -1.8291 1.2542 0.448 -0.605 0.463
H -2.7652 -1.6588 1.9047 0.149 0.031 -0.255
H -1.0107 -1.8254 1.9151 -0.251 -0.045 -0.169
H -2.0078 -2.8314 0.8152 0.077 0.435 0.080
C -3.3264 -1.8408 -1.5499 0.031 -0.380 -0.172
H -4.2035 -1.3989 -2.0356 0.219 -0.121 0.017
H -3.6708 -2.4391 -0.7008 0.027 0.079 -0.157
H -2.8478 -2.5271 -2.2535 -0.177 -0.062 -0.040
C -3.3175 1.2014 -2.5624 -0.350 0.397 -0.128
H -4.2522 1.5321 -2.0784 0.241 -0.088 -0.187
H -3.5792 0.4699 -3.3323 0.048 0.220 0.164
H -2.8748 2.0802 -3.0512 -0.146 -0.251 0.061
C 1.2578 0.5316 -2.6588 1.382 1.800 0.404
C 0.0851 1.3767 -2.8917 1.021 0.711 -0.508
C -0.3613 1.6426 -4.3169 -0.264 0.682 -0.498
C -1.1714 0.4752 -4.9264 -0.219 0.620 -0.487
C -1.3274 -0.6671 -3.9336 -0.214 -0.325 -1.414
C -0.1846 -1.5705 -3.7297 -0.140 -0.566 -1.163
C 1.1102 -1.2657 -4.4691 0.604 -0.513 -0.512
C 1.9207 -0.1044 -3.8584 0.766 -0.305 -0.137
H 0.5144 1.8890 -4.9411 -0.272 -0.115 0.206
H -0.6794 0.1407 -5.8548 -0.248 -0.096 0.362
H -0.9652 2.5659 -4.3305 0.141 -0.363 0.055
H 2.1107 0.6591 -4.6314 -0.108 -0.114 0.346
H 1.9306 0.8531 -1.8582 -0.043 -0.088 -0.495
H -0.0165 2.2454 -2.2456 0.186 -0.151 0.110
H 2.9244 -0.4521 -3.5750 -0.301 -0.007 0.014
H 1.7371 -2.1664 -4.4837 -0.210 0.157 0.016
H -0.4397 -2.6244 -3.6015 0.114 0.067 -0.169
H 0.9241 -1.0485 -5.5334 -0.144 -0.190 0.373
H -2.1535 0.8522 -5.2572 0.311 -0.266 0.268
H -2.3015 -1.1390 -3.9395 -0.119 -0.127 -0.061
P 1.7969 1.9906 0.5458 1.709 0.504 0.441
C 1.7079 2.8575 2.1510 -0.889 -0.260 0.150
H 2.6095 3.4673 2.2947 -0.180 -0.156 -0.131
H 1.6149 2.1297 2.9699 0.107 0.218 -0.321
H 0.8080 3.4944 2.1428 0.432 -0.035 0.119
C 3.2698 0.9088 0.6958 -0.517 -0.706 -0.059
H 4.1863 1.5027 0.7933 -0.264 0.067 -0.042
H 3.3284 0.2876 -0.2090 0.153 0.140 0.204
H 3.1605 0.2544 1.5729 -0.011 0.243 -0.231
C 2.4367 3.3170 -0.5570 -0.949 -0.084 -0.519
H 2.6360 2.9072 -1.5557 0.051 0.157 0.236
H 3.3460 3.7747 -0.1491 -0.169 -0.269 0.076
H 1.6606 4.0881 -0.6619 0.271 -0.083 0.000
P 0.9586 -2.5088 -0.7319 -0.237 -0.156 -0.703
C -0.0523 -4.0128 -1.0830 -0.124 0.131 -0.193
H 0.6158 -4.8324 -1.3837 -0.318 0.153 0.125
H -0.7709 -3.8142 -1.8899 0.201 -0.265 0.216
H -0.6068 -4.2992 -0.1782 0.185 0.032 -0.353
C 2.5423 -2.8900 -1.5690 0.051 0.130 -0.166
H 2.5078 -2.5944 -2.6251 0.062 -0.136 0.348
H 2.7317 -3.9721 -1.5010 0.058 0.381 0.045
H 3.3518 -2.3394 -1.0672 -0.192 -0.176 -0.201
C 1.3950 -2.8190 1.0144 0.045 0.418 0.377
H 2.2867 -3.4595 1.0832 -0.278 0.142 -0.185
H 0.5656 -3.3237 1.5300 0.287 0.201 -0.194
H 1.5939 -1.8723 1.5390 -0.006 -0.430 -0.136
O 3.0876 0.6245 6.4885 -1.857 -1.019 0.443
C 1.9581 -0.0521 6.5962 1.635 0.857 0.144
C 1.3555 -0.2383 7.8719 -0.807 -0.380 0.539
C 0.1915 -0.9863 7.9787 0.597 0.505 0.505
C -0.4024 -1.5671 6.8442 0.211 0.056 -0.053
C 0.1770 -1.3665 5.5804 1.010 0.608 -0.506
C 1.3445 -0.6084 5.4386 -1.267 -0.827 -0.137
C 1.9413 -0.3107 4.0982 -0.097 0.030 -1.997
O 3.0538 0.3238 4.0625 -0.767 -0.358 0.705
O 1.2820 -0.6575 3.0817 0.588 0.532 1.224
H 3.2964 0.6047 5.4386 0.066 -0.048 -0.520
H 1.8257 0.2257 8.7319 -0.051 -0.098 -0.049
H -0.2748 -1.1230 8.9568 0.215 0.050 -0.316
H -1.3066 -2.1683 6.9443 0.254 0.194 -0.014
H -0.2713 -1.7909 4.6826 0.152 0.142 0.229

19
Properties=species:S:1:pos:R:3:forces:R:3 method="wB97M-V/def2-TZVPD" total_charge=-1 homo_ev=-6.4
Cl -0.7096 0.1241 0.0063 -0.094 -0.162 -0.018
O 0.2774 -1.2450 2.8596 -0.242 -0.042 -0.041
H -0.3951 -1.0701 3.5253 0.015 0.037 -0.047
H -0.0996 -0.8694 2.0415 0.247 0.002 0.039
O 1.6667 2.0185 -0.9993 -0.219 -0.115 -0.003
H 1.4494 2.9097 -0.7136 -0.010 -0.035 0.029
H 0.8477 1.5067 -0.8276 0.265 0.149 -0.012
O 0.1799 -2.5419 -1.8925 -0.124 -0.118 0.107
H -0.2343 -1.9010 -1.2897 0.117 0.181 -0.044
H 0.2628 -3.3428 -1.3664 -0.009 0.041 -0.003
O 2.7208 -0.8306 0.4517 0.066 -0.024 -0.161
H 2.1105 -0.2442 -0.0183 0.092 0.016 0.137
H 2.2457 -1.6654 0.4968 -0.077 0.072 0.054
O -1.1770 1.0459 -3.1283 -0.201 -0.086 0.101
H -1.7066 0.4230 -3.6343 0.059 -0.022 0.030
H -1.1914 0.6889 -2.2199 0.137 0.135 -0.097
O -2.3405 1.5212 2.5062 0.105 -0.063 0.028
H -1.8056 1.0334 1.8515 -0.144 0.065 -0.083
H -2.1011 2.4390 2.3511 0.018 -0.031 -0.016

26
Properties=species:S:1:pos:R:3:forces:R:3 method="wB97M-V/def2-TZVPD" homo_ev=-10.0
C 1.2846 -1.4844 -1.9944 -0.893 0.815 -1.840
C 1.6728 -0.1135 -1.5971 1.961 3.404 0.305
C -0.2076 -1.6743 -2.0429 -0.402 -0.484 0.001
C 1.0313 0.3488 -0.2040 -0.913 -0.970 -2.850
C -0.8831 -1.3875 -0.7404 1.489 0.721 2.363
C -0.4957 0.0608 -0.1475 -0.015 -0.061 -2.011
C -0.9042 0.2610 1.2636 -2.462 2.697 1.937
C -0.3952 2.0243 2.0455 0.007 -3.170 -2.319
N -1.0290 2.0383 3.3711 -2.027 0.212 -1.273
O -0.3134 1.7749 4.2841 0.809 -0.300 1.330
O -2.2473 2.2362 3.4122 1.300 -0.200 0.172
Cl -0.4121 -1.0229 2.3205 0.309 -0.043 0.703
Cl -1.1383 3.1522 0.9386 0.528 -0.007 0.289
H 1.6198 -1.7312 -3.0086 0.542 -0.003 0.330
H 1.5739 -2.2184 -1.3088 1.174 -1.121 1.063
H 2.8408 0.1488 -1.7860 -2.418 -0.964 1.248
H 1.2850 0.6230 -2.3270 -0.316 -0.453 0.063
H -0.7970 -1.2264 -2.8521 0.642 0.270 -0.139
H -0.2673 -2.7433 -2.1664 -0.660 -0.569 -0.391
H 1.4748 -0.0601 0.6348 1.171 -1.559 1.538
H 1.0445 1.3758 0.0345 0.676 1.571 -0.632
H -1.9340 -1.5491 -0.9316 -0.486 0.185 0.781
H -0.4563 -2.0678 0.0698 -0.935 0.350 -1.225
H -1.0376 0.8185 -0.7875 0.571 -0.566 0.700
H -2.0272 0.4182 1.4007 1.501 -0.272 -0.198
H 0.7177 1.9982 2.1189 -1.153 0.518 0.054

Asked for energy relative to the best compared isomer or geometry (same formula, charge and spin) across the records above, the calculation gives 0.0 5.9 0.0 kcal per mole in order.